Computed, not measured: one molecule with the formula C5H11O2PS2 at a distorted geometry, with ωB97M-V/def2-TZVPD.

Its molar mass is 198.2 g mol⁻¹. The energy above the lowest of the compared OMol25 structures with the same formula, charge and spin comes out at 58.49 kcal/mol. Its total energy is -1485.2345 a.u. The LUMO energy comes out at 0.0025 Ha. The HOMO energy is -0.2963 Eh. The calculation puts the frontier orbital gap at 8.1 eV. Its spin multiplicity is 1.

Positions of all 21 atoms, in Å:
C: -0.895 -2.844 -0.281
C: -1.642 2.292 -0.441
C: -0.179 -1.921 0.658
C: -0.199 1.964 -0.446
C: 1.007 -0.012 0.131
O: 0.894 -1.335 -0.069
O: -0.156 0.646 0.095
P: 2.583 0.885 -0.449
S: 3.709 -0.282 -1.417
S: 1.989 0.246 1.806
H: -1.525 -3.534 0.344
H: -1.564 -2.270 -0.916
H: -0.182 -3.325 -0.856
H: -1.988 1.531 -1.105
H: -1.870 2.421 0.634
H: -1.747 3.300 -0.872
H: 0.235 -2.531 1.331
H: -0.871 -1.096 1.027
H: 0.510 2.451 0.288
H: 0.231 1.931 -1.423
H: 1.661 1.482 1.958

Atom charges from the natural (NBO) analysis, given in e for atoms 1 to 4: -0.610, -0.639, -0.082, -0.049

---

Computed, not measured: C5H11O2Zn as an isolated structure at a distorted geometry, with ωB97M-V/def2-TZVPD.

Its molar mass is 168.5 g mol⁻¹. Its charge is +1. The energy above the lowest of the compared OMol25 structures with the same formula, charge and spin comes out at 65.55 kcal/mol. Its total energy is -2126.4279 a.u. The LUMO energy comes out at -0.1936 Ha. The HOMO energy is -0.4902 Eh. The calculation puts the frontier orbital gap at 8.1 eV. Its spin multiplicity is 1.

Positions of all 19 atoms, in Å:
C: -1.446 -0.510 0.511
C: -2.349 -0.249 -0.677
H: -0.190 -1.395 -0.215
H: -1.526 -1.526 0.916
H: -1.963 0.562 -1.307
H: -3.344 0.040 -0.312
H: -2.466 -1.147 -1.298
O: 3.196 0.286 0.198
C: 2.348 -0.788 0.155
C: 0.926 -0.565 -0.285
O: 0.170 0.344 0.451
C: 0.424 1.816 0.332
Zn: 2.450 1.945 0.291
H: 2.257 -1.303 1.137
H: 2.703 -1.578 -0.544
H: 0.847 -0.324 -1.354
H: -0.122 2.206 1.200
H: -0.127 2.111 -0.574
H: -1.787 0.075 1.375

Atom charges from the natural (NBO) analysis, given in e for atoms 1 to 4: -0.034, -0.687, 0.204, 0.258

---

Question: Look up the spin multiplicity of the first one.
Answer: 1